No. 1
# C30H36MgN9O2

A molecular structure, C30H36MgN9O2 (ωB97M-V/def2-TZVPD, the OMol25 dataset).

Its multiplicity is 1. As for the electronic energy: -2007.55919 hartree. As for the HOMO-LUMO gap: 8.07 eV. Its net charge is +3. The energy above the lowest of the compared OMol25 structures with the same formula, charge and spin is 0.0 kcal per mole.

Last column: Mulliken charge in e.
Geometry (Å):
Mg: -0.4851 -0.1370 -0.2389  0.67
O: -3.1447 5.7026 2.1453  -0.51
O: 2.9409 5.6017 0.8178  -0.52
N: -1.4833 1.2044 1.0392  0.96
N: -2.4118 -1.5438 -3.6091  -0.07
N: -1.8636 -0.3749 -1.8053  0.03
N: 0.5863 -1.6912 -1.5738  -0.50
N: 4.5538 2.1218 4.5093  -0.29
N: 2.7560 0.3150 1.6610  -0.35
N: 0.0281 -3.9214 1.3422  -0.06
N: -0.1559 -1.7315 1.0730  0.49
N: 0.5850 1.6017 -0.7020  0.05
C: -3.3742 2.0415 2.2349  -1.01
C: -0.3298 -2.0303 2.4336  -0.13
C: -3.5935 -0.9483 -3.1736  0.53
C: 0.2588 -3.0160 -0.9982  -0.79
C: 0.0133 -1.5149 -2.9263  -0.93
C: -4.1922 0.5680 -1.3948  -0.13
C: 2.4338 2.9062 -1.4770  -1.17
C: 4.3020 1.0361 3.4792  -0.65
C: 0.1957 2.6436 0.0644  0.77
C: -1.4353 -1.1627 -2.7738  0.38
C: -0.2227 -3.4052 2.6126  0.49
C: -5.4768 0.5502 -1.8934  -0.83
C: -5.8234 -0.2237 -3.0158  -0.51
C: 3.0105 1.2983 2.7039  -0.57
C: -3.2405 -0.2186 -2.0444  0.24
C: -0.6058 -3.1839 4.9230  -0.55
C: -3.7985 4.5068 2.4940  -0.59
C: -2.6130 1.0090 1.7326  -0.82
C: -1.7983 3.5612 1.2871  -0.63
C: 0.9366 3.8078 0.1424  -0.80
C: -2.9736 3.3519 1.9999  -0.06
C: -1.0765 2.4722 0.8360  0.21
C: -4.8873 -0.9826 -3.6834  -1.10
C: -0.6989 -1.7897 4.7630  -1.00
C: -0.5594 -1.1928 3.5259  0.08
C: 2.9144 5.2001 -0.5416  -0.74
C: -0.3616 -4.0191 3.8527  -1.14
C: 1.6703 1.7570 -1.4635  -0.26
C: 2.0824 3.9492 -0.6320  0.50
C: 0.0511 -2.8904 0.4825  0.14
H: -3.9319 1.1882 -0.5481  0.29
H: 1.5947 -1.6077 -1.6330  0.24
H: -2.9121 -0.0219 1.8838  0.57
H: -0.6367 -0.1201 3.4048  0.59
H: 0.1418 -4.8952 1.1066  0.26
H: 3.9193 5.0024 -0.9223  0.37
H: 5.1704 1.0292 2.8229  0.39
H: -3.9197 4.4079 3.5786  0.38
H: 0.6487 4.6038 0.8139  0.60
H: 4.2669 0.0942 4.0233  0.40
H: 1.0325 -3.7549 -1.2145  0.61
H: -3.7058 6.4545 2.3571  0.34
H: 3.1884 6.5318 0.8687  0.33
H: 2.4635 5.9674 -1.1787  0.38
H: -4.7960 4.4353 2.0471  0.36
H: 3.2994 2.9722 -2.1231  0.50
H: 3.0558 2.2894 2.2423  0.25
H: -1.4856 4.5733 1.0802  0.66
H: 0.5257 -0.6790 -3.4055  0.33
H: -2.3015 -2.1171 -4.4309  0.24
H: 2.6301 -0.6160 2.0419  0.19
H: 3.5142 0.2861 0.9892  0.26
H: 0.1478 -2.3898 -3.5661  0.46
H: -6.8454 -0.2132 -3.3686  0.42
H: -0.6646 -3.3797 -1.4550  0.31
H: 5.4242 1.9593 5.0218  0.38
H: 3.8015 2.1692 5.1994  0.35
H: 4.6262 3.0435 4.0722  0.34
H: -0.7313 -3.6113 5.9085  0.43
H: 2.1612 1.3010 3.3922  0.33
H: -5.1472 -1.5634 -4.5582  0.44
H: -0.2893 -5.0913 3.9772  0.46
H: -4.2782 1.8209 2.7890  0.52
H: -6.2391 1.1561 -1.4225  0.46
H: 1.9533 0.9133 -2.0826  0.31
H: -0.8959 -1.1766 5.6325  0.48

No. 2
# C30H36N6O4P2Tl

A molecular structure, C30H36N6O4P2Tl in a non-equilibrium geometry (ωB97M-V/def2-TZVPD, the OMol25 dataset).

Its multiplicity is 1. As for the electronic energy: -2648.93260 hartree. As for the HOMO-LUMO gap: 4.57 eV. Its net charge is +1. The energy above the lowest of the compared OMol25 structures with the same formula, charge and spin is 39.0 kcal per mole.

Last column: Mulliken charge in e.
Geometry (Å):
Tl: -0.1560 -1.1192 0.1725  1.04
P: 2.2970 0.8170 0.9009  0.38
P: 0.7617 1.5047 -1.8900  0.47
O: -0.7524 -4.3424 6.0121  -0.65
O: 1.7189 -1.1085 3.4862  -0.55
O: 2.4445 -2.6495 4.9219  -0.61
O: 1.2451 -1.2296 5.6683  -0.61
N: -5.0032 -2.8155 -0.3069  0.02
N: -4.0756 -5.0756 -0.6657  -0.03
N: -4.1277 -3.4601 -2.4679  0.10
N: 1.8213 -1.6255 4.6658  0.84
N: -2.5689 -3.1141 -0.7004  0.16
N: 2.1592 1.8526 -0.7129  -0.38
C: 4.9417 0.1579 0.0010  -0.53
C: 1.8109 3.8744 -5.1840  -0.78
C: 6.6982 -0.5436 1.4317  -0.38
C: -5.0799 -4.2589 -0.0429  -0.78
C: -0.6824 2.1694 -1.0463  1.07
C: -4.1666 -4.8564 -2.1335  -0.62
C: -2.7811 -3.0549 -2.1375  -0.94
C: 1.5902 3.4570 -3.8770  -0.14
C: 1.8785 2.1967 2.0727  0.59
C: -2.7666 -4.5025 -0.2735  -0.73
C: -2.0002 1.6951 -1.3068  -0.49
C: 6.1318 -0.4951 0.1581  -0.69
C: 1.0947 3.8599 4.2283  -0.55
C: -5.0922 -2.6348 -1.7525  -0.80
C: 5.9747 -0.1675 2.5688  -0.64
C: -1.6511 3.7859 0.4988  -0.53
C: -3.6777 -2.3154 0.0308  -0.45
C: 0.1816 2.9358 3.6847  -0.73
C: 0.6449 2.0373 2.7082  0.15
C: -0.5396 3.3668 -0.2712  -0.78
C: 1.6133 2.9714 -6.2126  -0.19
C: 0.8748 1.2949 -4.6880  -0.20
C: 1.1782 1.6826 -6.0276  -0.86
C: -2.9417 3.2919 0.2228  -0.46
C: 4.6580 0.2968 2.4677  -0.33
C: 4.1008 0.4050 1.1407  0.57
C: 2.3845 3.9454 3.6797  -0.50
C: 1.1608 2.1135 -3.5975  0.47
C: 2.7453 3.1957 2.5851  -0.47
C: -3.1246 2.3028 -0.7472  -0.67
H: -4.7018 -1.6030 -1.9248  0.39
H: 1.6612 4.1392 -3.0343  0.40
H: 3.7564 3.3129 2.1965  0.46
H: 0.4200 3.8638 -0.1747  0.33
H: 4.6217 0.4803 -0.9863  0.16
H: 1.8079 3.3113 -7.2427  0.34
H: -2.0923 -3.8155 -2.5541  0.47
H: 1.0803 1.0011 -6.8840  0.39
H: 0.8150 4.5072 5.0711  0.41
H: 0.0221 1.1429 2.4997  0.01
H: -3.4541 -2.3444 1.1123  0.34
H: 6.4150 -0.2928 3.5610  0.36
H: 7.7272 -0.8626 1.5330  0.38
H: 0.3776 0.3044 -4.4687  0.10
H: -4.1187 1.9248 -0.9634  0.43
H: -3.2824 -5.3580 -2.5682  0.42
H: 6.5921 -0.9330 -0.7143  0.39
H: 2.1835 4.8731 -5.3983  0.40
H: -4.9116 -4.3872 1.0096  0.45
H: 0.0815 -4.6390 5.6469  0.32
H: -2.1010 0.8153 -1.9677  0.47
H: 0.5702 -0.0431 -2.4380  -0.02
H: -1.5157 4.4321 1.3563  0.47
H: -5.0856 -5.3249 -2.5126  0.29
H: -0.4051 -3.6253 6.5526  0.33
H: -3.7853 3.5952 0.8334  0.40
H: 4.0717 0.5781 3.3515  0.39
H: -2.5307 -2.0831 -2.5814  0.26
H: -0.8411 2.7991 4.0543  0.47
H: -6.1159 -2.6556 -2.0993  0.23
H: 3.0480 1.8398 -1.2303  0.31
H: -2.7657 -4.6308 0.8470  0.35
H: -1.8863 -4.9925 -0.7364  0.40
H: 3.1162 4.6304 4.0691  0.43
H: -3.5745 -1.2498 -0.2626  0.17
H: -6.1228 -4.5521 -0.2169  0.31

No. 3
# C30H37As2N4O3Pd

A molecular structure, C30H37As2N4O3Pd (ωB97M-V/def2-TZVPD, the OMol25 dataset).

Its multiplicity is 1. As for the electronic energy: -6208.44588 hartree. As for the HOMO-LUMO gap (alpha / beta): 5.73 / 5.74 eV. Its net charge is +3. The energy above the lowest of the compared OMol25 structures with the same formula, charge and spin is 13.3 kcal per mole.

Last column: Mulliken charge in e.
Geometry (Å):
Pd: -0.4135 0.2791 1.0409  0.44
As: -0.5408 -1.8256 -0.1482  1.46
As: 1.7200 0.7333 -0.6615  2.24
O: 2.1382 0.8577 2.2675  -0.54
O: 2.7998 -1.1939 2.3623  -0.54
O: 0.6782 -0.7272 2.4634  -0.50
N: -0.6271 2.0609 2.2672  -0.13
N: -2.0361 -0.4028 2.4425  -0.13
N: 1.9527 -0.3566 2.3798  1.00
N: -1.4203 1.4105 -0.3444  0.04
C: 3.4618 1.5547 -0.4920  0.81
C: -4.5971 -1.6686 -1.2389  -1.14
C: -1.1706 -4.9410 2.5145  -0.82
C: -0.2503 -3.2873 1.0395  0.77
C: 4.2950 1.6789 0.6189  -0.34
C: 0.9315 1.8653 -1.9903  -0.58
C: -1.4145 1.7230 3.4831  -0.81
C: -0.1860 2.3483 -4.0667  -0.89
C: -2.3410 -3.1895 -1.8511  -0.76
C: -2.1259 2.5257 0.3556  -0.56
C: 3.9030 1.9837 -1.7618  -0.74
C: 1.2172 -4.8109 2.1671  -0.93
C: -1.1832 3.1226 1.3979  -0.63
C: 6.0073 2.6133 -0.7998  -0.57
C: -2.5551 0.7718 3.1802  -0.66
C: -0.1485 3.7084 -3.7681  -0.58
C: -1.3587 -3.8814 1.6449  -0.50
C: 0.4332 4.1526 -2.5822  -1.03
C: -3.5559 -3.4725 -2.4537  -0.76
C: 2.0012 -1.0915 -1.3299  -1.10
C: 1.0378 -3.7441 1.3040  -0.26
C: 5.5623 2.2103 0.4532  -0.78
C: 0.7313 -1.8362 -1.6189  -1.24
C: 0.9726 3.2370 -1.6957  0.00
C: 5.1802 2.4897 -1.9071  -0.89
C: 0.3433 1.4274 -3.1782  -0.48
C: -2.2537 -2.1252 -0.9546  0.71
C: -3.3799 -1.3776 -0.6403  0.06
C: -4.6828 -2.7096 -2.1532  -0.63
C: 0.1167 -5.4042 2.7752  -0.60
H: -3.6254 -4.2964 -3.1508  0.47
H: -0.6113 2.0094 -5.0011  0.51
H: -3.3425 -0.5921 0.1051  0.19
H: 3.2636 1.9150 -2.6319  0.36
H: -3.0367 0.4575 4.1070  0.53
H: -3.0255 2.1297 0.8156  0.21
H: -2.0445 0.8933 -0.9609  0.40
H: 0.2615 -6.2371 3.4497  0.44
H: -2.4311 3.2687 -0.3821  0.54
H: -0.3506 3.6166 0.8949  0.30
H: -1.7864 2.6354 3.9527  0.43
H: 2.5898 -0.9465 -2.2414  0.73
H: 1.9032 -3.2764 0.8524  0.21
H: 0.3162 2.2895 2.5707  0.29
H: -1.7049 3.8735 1.9944  0.45
H: 2.2131 -5.1803 2.3688  0.48
H: 7.0001 3.0280 -0.9142  0.43
H: -0.7232 1.2468 4.1803  0.43
H: 1.4647 3.5854 -0.7912  0.68
H: 0.1743 -1.4219 -2.4609  0.55
H: -0.5578 4.4238 -4.4687  0.47
H: -5.6309 -2.9387 -2.6202  0.44
H: 0.3287 0.3758 -3.4453  0.35
H: -2.0247 -5.4181 2.9750  0.48
H: -2.3665 -3.5570 1.4060  0.41
H: 2.6530 -1.5757 -0.6014  0.49
H: 3.9826 1.3632 1.5921  0.58
H: -5.4774 -1.0933 -0.9855  0.48
H: -2.7895 -0.9620 2.0524  0.22
H: -0.7049 1.8203 -0.9508  -0.19
H: -1.4829 -3.8124 -2.0776  0.45
H: 5.5231 2.7997 -2.8847  0.45
H: -1.5076 -1.0138 3.0656  0.33
H: -3.3187 1.2477 2.5705  0.28
H: 6.2107 2.3079 1.3131  0.45
H: 0.9304 -2.8852 -1.8538  0.74
H: 0.4857 5.2113 -2.3646  0.51